Version A
{"formula": "C3H5ClO3", "method": "ωB97M-V/def2-TZVPD", "species": ["C", "C", "C", "O", "O", "O", "Cl", "H", "H", "H", "H", "H"], "coordinates": [[-0.21789, 0.06347, 0.72369], [-0.17833, -0.15719, -1.56873], [0.56117, 0.78143, 2.32621], [-1.16454, -0.65439, 1.03944], [-0.04276, 0.11241, 3.26996], [0.36836, 0.38514, -0.35089], [0.28670, 2.54701, 2.17999], [0.03038, 0.57096, -2.39325], [-1.21471, -0.57135, -1.25882], [0.34161, -1.06699, -1.85819], [1.64953, 0.48030, 2.16756], [-0.69206, -0.35641, 2.83212]], "molar_mass_g_mol": 124.523, "lumo_ev": 0.65, "homo_lumo_gap_ev": 10.205}



Version B
{"formula": "C3H5ClO3", "method": "ωB97M-V/def2-TZVPD", "species": ["C", "C", "C", "O", "O", "O", "Cl", "H", "H", "H", "H", "H"], "coordinates": [[-1.86546, 1.41319, 2.53565], [-1.53864, 0.24158, 2.11062], [0.77930, -0.33767, -0.42264], [-2.31807, 2.46080, 2.72675], [1.13312, 0.90505, -0.26179], [1.17016, -0.74660, -1.68958], [3.09907, -1.61663, -4.13870], [2.58926, -0.85984, -3.25021], [-0.54566, 0.09480, 1.66617], [-2.16773, -0.63943, 2.40077], [1.48037, 1.34021, -1.07801], [0.88098, -1.75169, -1.88231]], "molar_mass_g_mol": 124.523, "lumo_ev": 0.37, "homo_lumo_gap_ev": 9.432}



Most stable structure, least stable structure: version A, version B.